# 1
C35H23Cl3N7O3STi | wB97M-V/def2-TZVPD

E ... -124756.5773 eV
Net charge ... 0
ΔE to the lowest compared entry with this formula, charge and spin ... 132.0 kJ/mol
Frontier orbital gap (spin up / spin down) ... 0.233 / 0.209 hartree
Multiplicity ... 2

Geometry as XYZ:
```
73
C35H23Cl3N7O3STi (wB97M-V/def2-TZVPD)
Ti -16.96060 -4.41841 -5.81580
O -15.60508 -10.61376 -8.94029
C -16.44866 -10.45102 -8.01606
O -17.30093 -11.18162 -7.50422
C -16.31607 -9.05273 -7.35245
C -15.53337 -8.03485 -7.86432
C -15.49201 -6.77043 -7.25580
N -16.17188 -6.57022 -6.13296
C -16.86599 -7.55265 -5.58447
C -16.98702 -8.76978 -6.19502
C -17.41609 -7.19526 -4.25169
C -17.76810 -8.12382 -3.28001
C -18.33476 -7.61622 -2.12748
C -18.46300 -6.22884 -1.89508
C -18.22076 -5.44979 -3.02066
N -17.63569 -5.85419 -4.12427
C -14.53948 -5.66484 -7.59912
C -13.32905 -5.97570 -8.23947
C -12.37910 -4.97956 -8.44510
C -12.69360 -3.74761 -7.96041
C -13.85205 -3.53697 -7.24664
N -14.78034 -4.46359 -7.09205
H -15.01577 -8.21832 -8.80493
H -17.62097 -9.58477 -5.80589
H -17.59828 -9.22050 -3.47015
H -18.58639 -8.33755 -1.33093
H -18.93736 -5.78514 -0.98995
H -18.59648 -4.41032 -2.99018
H -13.17227 -7.00747 -8.43854
H -11.49943 -5.09082 -8.96413
H -12.11389 -2.89581 -8.17242
H -14.02450 -2.64469 -6.63548
O -18.40946 -3.17624 -4.88335
N -19.75380 -3.11014 -5.10712
C -20.41396 -2.08414 -4.53557
C -21.77338 -2.01896 -4.52236
C -22.43472 -2.99208 -5.26075
C -21.75868 -3.97820 -5.94996
C -20.34185 -4.11804 -5.80529
S -19.45784 -5.41487 -6.50963
H -19.80115 -1.30575 -4.12557
H -22.28750 -1.26496 -3.92897
H -23.51377 -2.88496 -5.27558
H -22.32190 -4.62030 -6.58879
C -17.65259 0.62711 -8.58154
C -18.28307 -0.56745 -8.46127
C -17.75550 -1.70182 -7.64725
C -16.55882 -1.29450 -6.78607
C -15.94836 -0.05390 -6.94524
C -16.44970 0.87632 -7.82986
N -16.17212 -2.32558 -5.95204
N -15.30813 -1.97064 -5.08916
C -14.86907 -2.96053 -4.19004
C -13.85440 -2.55372 -3.34325
C -13.39811 -3.53680 -2.42894
C -13.87622 -4.86833 -2.52110
C -14.89366 -5.20725 -3.39886
C -15.45722 -4.24510 -4.28106
H -18.19933 1.45354 -9.03698
H -19.22685 -0.79300 -8.98859
H -18.58557 -1.82921 -6.95543
H -15.10973 0.14825 -6.21840
H -15.93868 1.80004 -7.96580
H -13.43586 -1.53687 -3.48579
H -12.64268 -3.25784 -1.70293
H -13.45917 -5.63501 -1.84464
H -15.14578 -6.31682 -3.37071
Cl -18.97515 -2.73592 -10.66205
C -17.41988 -3.13807 -9.93561
Cl -16.05719 -2.09181 -10.49059
Cl -17.11079 -4.76644 -10.47446
C -17.53008 -3.04680 -8.34245
N -17.27384 -4.03377 -7.65904
```

=====

# 2
H2N2O4S | wB97M-V/def2-TZVPD

E ... -22032.4776 eV
Net charge ... 0
ΔE to the lowest compared entry with this formula, charge and spin ... 261.8 kJ/mol
Frontier orbital gap ... 0.364 hartree

Geometry as XYZ:
```
9
H2N2O4S (wB97M-V/def2-TZVPD)
N 0.93480 1.43949 0.70017
N 0.19884 -0.47716 1.69045
O 0.02806 -0.98252 0.56829
O 0.51541 0.74264 1.78453
O -0.13382 -0.34463 -2.08665
O -2.02289 -1.55467 -1.30962
S -0.66107 -1.66148 -1.75188
H 0.26988 2.12012 0.52284
H 0.87079 0.71820 -0.11813
```

=====

# 3
C19H42B2BrNO7P | wB97M-V/def2-TZVPD

E ... -116885.6365 eV
Net charge ... -1
Frontier orbital gap ... 0.258 hartree

Geometry as XYZ:
```
73
C19H42B2BrNO7P (wB97M-V/def2-TZVPD)
C -4.43323 2.16382 -2.32359
C -3.67184 2.45729 -1.15174
C -2.49299 2.61000 -0.01925
C -2.48074 1.43725 1.12878
N -3.77488 1.53195 1.90894
O -1.44248 1.67335 2.18680
B -0.13690 0.99029 1.87544
C 0.78729 2.27079 1.42021
C 1.81737 1.98427 0.17838
C 1.26116 2.51901 -1.29522
O 2.29409 0.59612 0.06813
C 0.37146 0.10061 3.18725
Br 2.36966 0.02371 3.38812
C -0.27337 0.58572 4.61445
C 0.23415 2.05075 5.14664
O -0.56976 -0.01276 0.88296
C -2.03199 -0.09081 0.73888
B -2.92505 -0.99698 1.78023
O -2.55497 -1.38242 3.15668
O -4.28384 -1.45192 1.31693
P -2.47337 -0.82523 -0.96728
C -1.23365 -0.30483 -2.33398
C -1.45468 -1.14612 -3.76158
C -2.37014 -2.76507 -0.95684
C -3.86973 -3.47190 -1.15669
H -5.12332 1.87016 -3.25087
H -2.68370 3.63865 0.55004
H -1.41823 2.66473 -0.50690
H -4.62194 1.49935 1.29640
H -3.84438 2.40131 2.48159
H 0.05209 3.17032 1.17569
H 1.42261 2.62652 2.35722
H 2.78677 2.64688 0.39350
H 2.12977 2.24499 -2.06686
H 1.10708 3.68063 -1.34297
H 0.31439 1.90232 -1.61063
H 2.04988 0.32968 -0.88803
H 0.02681 -1.01893 2.95739
H -0.00653 -0.25855 5.40636
H -1.46487 0.63524 4.59124
H 1.38345 2.25048 5.03920
H -0.31284 2.95592 4.61271
H 0.00433 2.09265 6.31716
H -3.10888 -2.21344 3.35351
H -4.74132 -0.70489 0.82611
H -1.30817 0.84321 -2.63752
H -0.10380 -0.45298 -1.97860
H -2.49628 -1.70736 -3.65351
H -1.43836 -0.43932 -4.70034
H -0.65177 -2.01152 -3.89597
H -1.82846 -3.17821 0.01658
H -1.71793 -3.18367 -1.86499
H -4.65339 -2.58541 -1.24277
H -3.90009 -4.15823 -2.11207
H -4.18322 -4.09323 -0.18686
C 5.61369 2.02911 1.15647
C 6.81179 1.54648 1.94742
O 6.48426 1.47196 3.32710
H 5.29078 3.01393 1.50985
H 5.85101 2.09635 0.09108
H 4.76460 1.35016 1.28640
H 7.65067 2.23919 1.83247
H 7.13273 0.55662 1.60872
H 5.74398 0.84802 3.41935
C 1.97236 -4.78506 -5.55832
C 2.04701 -3.51218 -4.74090
O 0.79011 -3.25092 -4.13402
H 1.20251 -4.70057 -6.33241
H 2.93240 -4.99837 -6.03658
H 1.69648 -5.63566 -4.92652
H 2.30126 -2.66130 -5.37976
H 2.80562 -3.59353 -3.95640
H 0.57749 -4.00844 -3.56238
```

=====

- Which value of E does entry 2 give?
  -22032.4776 eV